Record 1
A 17-piece molecular cluster, C36H106O18P overall, computed with the ωB97M-V functional and the def2-TZVPD basis.

## Properties
**E_tot**: -3130.57955 Ha
**Relative energy (zero: lowest compared OMol25 entry of this formula, charge and spin)**: 33.86 kcal per mole
**LUMO**: 1.5 eV
**HOMO-LUMO gap**: 5.1 eV
**HOMO energy**: -3.6 eV

ORCA input file:
```
! wB97M-V def2-TZVPD RIJCOSX def2/J DEFGRID3
* xyz -1 1
C 3.301 0.118 0.407
C 4.514 -0.432 0.648
C 5.258 -1.253 -0.406
C 4.429 -1.685 -1.618
O 3.973 -3.001 -1.516
P 4.417 -3.784 -0.022
O 5.544 -2.446 0.304
H 2.463 -0.197 1.016
H 3.118 0.776 -0.431
H 5.006 -0.356 1.608
H 6.209 -0.760 -0.632
H 3.536 -1.079 -1.813
H 5.020 -1.601 -2.542
H 3.511 -4.854 -0.284
H 5.488 -4.429 -0.780
H 4.901 -4.536 1.129
H 3.431 -3.050 0.750
C -0.964 1.442 2.370
C -0.802 1.008 0.929
O 0.199 0.013 0.830
H -0.018 1.819 2.755
H -1.719 2.226 2.484
H -1.253 0.592 2.997
H -0.486 1.847 0.310
H -1.748 0.620 0.527
H -0.065 -0.738 1.375
C -5.223 1.780 -0.055
C -4.526 0.657 -0.799
O -4.523 -0.559 -0.050
H -4.736 1.961 0.904
H -5.204 2.704 -0.636
H -6.265 1.522 0.151
H -3.485 0.914 -0.983
H -5.012 0.477 -1.764
H -5.438 -0.816 0.110
C 3.996 1.957 3.633
C 2.499 2.166 3.740
O 2.054 3.140 2.785
H 4.523 2.898 3.807
H 4.338 1.220 4.357
H 4.261 1.613 2.630
H 2.231 2.530 4.730
H 1.966 1.236 3.557
H 2.287 2.789 1.916
C -0.909 -3.842 4.486
C -1.293 -2.972 3.304
O -0.211 -2.137 2.893
H -0.592 -3.223 5.328
H -1.749 -4.462 4.803
H -0.072 -4.496 4.230
H -2.113 -2.305 3.560
H -1.608 -3.589 2.458
H 0.535 -2.696 2.639
C 1.601 -8.688 0.638
C 1.303 -7.785 -0.547
O 2.373 -6.886 -0.791
H 1.780 -8.090 1.532
H 0.769 -9.372 0.831
H 2.502 -9.277 0.458
H 0.415 -7.182 -0.356
H 1.127 -8.381 -1.454
H 3.164 -7.405 -0.970
C -1.723 4.587 0.125
C -1.739 5.684 1.172
O -1.635 5.123 2.483
H -2.547 3.889 0.293
H -1.810 4.995 -0.879
H -0.796 4.013 0.192
H -2.667 6.245 1.127
H -0.909 6.382 1.013
H -0.807 4.630 2.533
C -1.139 -4.698 -2.699
C -2.036 -5.920 -2.677
O -3.048 -5.782 -1.671
H -0.670 -4.552 -1.725
H -0.356 -4.799 -3.452
H -1.719 -3.798 -2.918
H -1.458 -6.813 -2.439
H -2.513 -6.071 -3.647
H -3.563 -4.998 -1.886
C 3.118 -2.427 4.652
C 3.003 -1.418 5.780
O 2.453 -0.186 5.319
H 3.740 -2.036 3.845
H 3.553 -3.364 5.002
H 2.135 -2.638 4.227
H 3.985 -1.190 6.193
H 2.375 -1.814 6.588
H 1.578 -0.374 4.958
C -5.916 0.367 3.647
C -4.726 -0.513 3.985
O -4.252 -1.221 2.847
H -6.729 -0.236 3.237
H -6.281 0.892 4.531
H -5.647 1.106 2.891
H -5.007 -1.260 4.727
H -3.911 0.093 4.397
H -3.983 -0.580 2.175
C -4.237 8.994 -1.141
C -3.457 7.961 -1.935
O -3.341 6.739 -1.203
H -3.750 9.188 -0.184
H -4.317 9.934 -1.690
H -5.245 8.631 -0.924
H -2.445 8.316 -2.132
H -3.948 7.764 -2.890
H -4.233 6.416 -1.036
C 2.222 7.622 2.299
C 1.362 8.478 1.388
O 1.933 9.774 1.195
H 2.344 8.106 3.268
H 1.777 6.638 2.453
H 3.219 7.488 1.873
H 0.375 8.625 1.825
H 1.237 7.996 0.412
H 2.802 9.652 0.798
C 0.701 -6.522 -6.766
C -0.326 -7.275 -5.943
O -1.547 -6.546 -5.836
H 0.902 -5.548 -6.321
H 1.637 -7.078 -6.831
H 0.330 -6.348 -7.780
H 0.038 -7.430 -4.928
H -0.531 -8.256 -6.388
H -1.890 -6.410 -6.726
C 4.130 -13.329 1.712
C 3.392 -12.391 0.773
O 3.986 -11.099 0.753
H 4.141 -12.921 2.723
H 3.660 -14.314 1.734
H 5.170 -13.449 1.398
H 2.361 -12.258 1.099
H 3.381 -12.800 -0.243
H 4.897 -11.197 0.454
C -3.159 8.694 -6.343
C -4.075 7.509 -6.103
O -4.970 7.756 -5.018
H -2.582 8.916 -5.444
H -2.467 8.496 -7.163
H -3.739 9.588 -6.587
H -3.497 6.625 -5.840
H -4.656 7.286 -7.004
H -5.497 8.530 -5.243
C -9.015 8.534 -3.339
C -8.033 9.291 -4.213
O -8.554 10.559 -4.606
H -9.956 8.385 -3.868
H -8.614 7.561 -3.051
H -9.238 9.100 -2.431
H -7.831 8.730 -5.124
H -7.085 9.445 -3.684
H -8.726 11.066 -3.806
C 10.701 -1.522 0.065
C 9.187 -1.404 0.000
O 8.789 -0.444 -0.976
H 11.149 -0.557 0.308
H 11.006 -2.250 0.819
H 11.106 -1.834 -0.902
H 8.786 -1.081 0.958
H 8.735 -2.368 -0.251
H 9.128 -0.736 -1.828
*
```

These are the Mulliken partial charges, in e, on atoms 1 to 5: number 1, C, carries -0.41; number 2, C, carries -0.57; number 3, C, carries 0.29; number 4, C, carries -0.45; number 5, O, carries -0.43

***

Record 2
A 13-piece molecular cluster, C36H107N9O13 overall, computed with the ωB97M-V functional and the def2-TZVPD basis.

## Properties
**E_tot**: -2906.46505 Ha
**Relative energy (zero: lowest compared OMol25 entry of this formula, charge and spin)**: 57.12 kcal per mole
**LUMO**: 0.1 eV
**HOMO-LUMO gap**: 8.8 eV
**HOMO energy**: -8.6 eV

ORCA input file:
```
! wB97M-V def2-TZVPD RIJCOSX def2/J DEFGRID3
* xyz 0 1
C 3.117 6.675 -2.760
C 3.600 5.422 -3.451
C 3.161 4.124 -2.866
O 3.669 3.080 -3.629
C 3.560 1.859 -2.951
N 3.294 5.433 -4.921
H 2.030 6.791 -2.702
H 3.472 7.578 -3.258
H 3.476 6.663 -1.725
H 4.705 5.401 -3.439
H 2.057 4.072 -2.864
H 3.415 4.086 -1.795
H 3.734 1.025 -3.627
H 2.611 1.692 -2.441
H 4.415 1.817 -2.260
H 3.552 6.326 -5.328
H 3.922 4.748 -5.334
C 5.376 1.590 6.287
C 5.871 1.420 4.864
C 5.412 2.561 3.955
O 4.006 2.729 3.934
C 3.311 1.604 3.529
N 7.368 1.494 4.899
H 5.606 2.571 6.688
H 5.726 0.789 6.937
H 4.285 1.484 6.232
H 5.650 0.488 4.332
H 5.845 2.463 2.940
H 5.864 3.500 4.294
H 3.715 1.227 2.594
H 2.264 1.882 3.392
H 3.216 0.822 4.291
H 7.756 1.482 3.955
H 7.761 0.654 5.317
C 4.410 -3.600 3.469
C 4.229 -3.006 2.093
C 5.499 -2.734 1.322
O 5.165 -2.175 0.082
C 6.235 -1.488 -0.532
N 3.345 -3.904 1.336
H 4.666 -4.660 3.478
H 3.439 -3.547 3.974
H 5.056 -3.026 4.141
H 3.655 -2.077 2.207
H 6.175 -3.601 1.247
H 6.109 -2.003 1.880
H 5.868 -0.941 -1.403
H 6.983 -2.203 -0.910
H 6.707 -0.745 0.128
H 3.216 -3.624 0.354
H 3.713 -4.851 1.312
C -1.972 -2.339 0.377
C -0.959 -2.099 -0.727
C 0.199 -1.238 -0.273
O -0.352 0.006 0.070
C 0.613 1.007 0.184
N -0.500 -3.406 -1.274
H -2.796 -2.923 -0.050
H -2.470 -1.440 0.763
H -1.558 -2.849 1.250
H -1.406 -1.555 -1.566
H 0.948 -1.153 -1.063
H 0.669 -1.764 0.577
H 1.254 1.045 -0.706
H 1.337 0.785 0.984
H 0.162 1.978 0.354
H -0.341 -4.021 -0.462
H -1.340 -3.795 -1.699
C -6.069 -4.753 -4.813
C -4.614 -5.205 -4.561
C -3.831 -4.183 -3.766
O -3.419 -3.110 -4.619
C -3.576 -1.809 -4.075
N -4.715 -6.419 -3.655
H -6.734 -5.077 -4.008
H -6.424 -5.224 -5.729
H -6.179 -3.667 -4.772
H -4.154 -5.477 -5.513
H -2.927 -4.663 -3.352
H -4.452 -3.818 -2.937
H -3.289 -1.828 -3.018
H -4.597 -1.450 -4.212
H -2.847 -1.196 -4.601
H -3.811 -6.895 -3.676
H -5.368 -7.039 -4.134
C 3.965 7.459 -0.062
C 4.809 6.495 0.772
C 4.325 5.058 0.724
O 3.054 5.065 1.338
C 2.358 3.838 1.311
N 6.219 6.496 0.291
H 4.192 8.462 0.302
H 2.905 7.260 0.114
H 4.169 7.364 -1.126
H 4.874 6.737 1.833
H 4.965 4.478 1.400
H 4.320 4.639 -0.289
H 3.005 2.957 1.307
H 1.765 3.791 0.373
H 1.608 3.803 2.101
H 6.242 6.753 -0.700
H 6.681 7.338 0.646
C -6.081 -3.557 -0.356
C -6.189 -5.061 0.047
C -7.387 -5.222 0.940
O -7.118 -4.625 2.173
C -8.229 -4.219 2.925
N -6.353 -5.904 -1.138
H -6.542 -2.925 0.402
H -6.525 -3.428 -1.342
H -5.028 -3.276 -0.456
H -5.289 -5.351 0.587
H -7.531 -6.312 1.020
H -8.318 -4.851 0.490
H -8.173 -3.221 3.384
H -8.402 -4.934 3.740
H -9.170 -4.106 2.361
H -5.587 -5.776 -1.812
H -7.192 -5.601 -1.629
C -1.038 0.588 3.332
C -2.069 1.650 3.666
C -3.421 1.041 4.024
O -3.426 0.406 5.268
C -4.657 -0.235 5.486
N -1.545 2.522 4.742
H -0.699 0.051 4.223
H -0.154 1.084 2.933
H -1.476 -0.117 2.630
H -2.306 2.234 2.766
H -3.749 0.363 3.221
H -4.182 1.840 4.011
H -5.364 0.434 5.986
H -4.464 -1.158 6.031
H -5.169 -0.549 4.565
H -1.241 1.882 5.474
H -2.291 3.073 5.158
C -3.690 4.664 -3.658
C -3.198 3.473 -4.476
C -3.774 2.101 -4.152
O -3.731 1.737 -2.782
C -2.432 1.408 -2.240
N -3.444 3.737 -5.934
H -4.619 5.023 -4.120
H -3.032 5.525 -3.740
H -3.843 4.310 -2.639
H -2.103 3.450 -4.376
H -3.207 1.378 -4.753
H -4.851 2.090 -4.333
H -1.915 0.753 -2.954
H -2.726 0.855 -1.346
H -1.821 2.269 -1.947
H -3.384 2.852 -6.443
H -4.452 3.926 -5.970
O 2.413 -3.662 -1.373
H 1.443 -3.818 -1.324
H 2.499 -2.786 -1.768
O -0.029 -5.477 0.935
H -0.842 -5.633 1.443
H 0.608 -5.159 1.591
O 2.487 -1.370 -3.608
H 2.898 -1.071 -4.428
H 1.685 -1.830 -3.893
O -1.656 -5.116 3.236
H -1.846 -5.746 3.943
H -2.303 -4.408 3.357
*
```

These are the Mulliken partial charges, in e, on atoms 1 to 5: number 1, C, carries -1.09; number 2, C, carries 0.79; number 3, C, carries 0.18; number 4, O, carries -0.41; number 5, C, carries -0.29

***

Record 3
A 16-piece molecular cluster, C36H108N12O16 overall, computed with the ωB97M-V functional and the def2-TZVPD basis.

## Properties
**E_tot**: -3297.08600 Ha
**LUMO**: 0.1 eV
**HOMO-LUMO gap**: 8.9 eV
**HOMO energy**: -8.8 eV

ORCA input file:
```
! wB97M-V def2-TZVPD RIJCOSX def2/J DEFGRID3
* xyz 0 1
C -1.613 3.309 -2.511
C -2.220 2.892 -3.859
O -1.778 3.848 -4.804
H -1.964 2.545 -1.817
H -1.959 4.300 -2.218
H -0.524 3.320 -2.544
H -3.308 2.823 -3.894
H -1.663 2.009 -4.172
H -2.095 3.573 -5.668
C -2.759 1.212 6.480
C -3.104 0.569 5.195
O -3.996 -0.410 5.450
H -3.573 1.524 7.136
H -2.292 2.137 6.143
H -1.953 0.671 6.976
H -2.186 0.363 4.643
H -3.632 1.308 4.593
H -4.146 -0.886 4.630
C 1.472 4.903 -0.560
C 0.778 6.270 -0.724
O 1.768 7.172 -1.014
H 0.736 4.158 -0.257
H 2.295 5.006 0.146
H 1.808 4.640 -1.563
H 0.268 6.469 0.219
H -0.005 6.329 -1.480
H 1.985 7.572 -0.169
C -4.812 1.462 0.713
C -5.345 0.492 -0.276
O -6.624 -0.057 0.113
H -4.242 0.985 1.510
H -5.587 2.193 0.941
H -3.951 1.852 0.170
H -4.629 -0.300 -0.497
H -5.541 1.049 -1.192
H -7.357 0.525 -0.098
C -1.534 -4.655 0.130
C -1.379 -5.768 -0.893
O -0.070 -6.196 -0.567
H -1.562 -5.133 1.109
H -2.367 -3.987 -0.090
H -0.689 -3.974 0.239
H -1.569 -5.415 -1.907
H -2.139 -6.498 -0.614
H 0.031 -6.912 -1.199
C -3.710 -2.221 -2.374
C -4.991 -2.694 -3.070
O -4.885 -2.425 -4.470
H -3.622 -1.150 -2.556
H -2.883 -2.780 -2.811
H -3.716 -2.399 -1.299
H -5.902 -2.150 -2.821
H -5.073 -3.777 -2.968
H -4.914 -1.467 -4.514
C 0.486 4.933 3.083
C -0.893 4.621 2.557
O -1.404 3.504 3.272
H 0.519 5.135 4.154
H 0.921 5.779 2.551
H 1.042 3.996 3.038
H -0.834 4.465 1.480
H -1.680 5.359 2.715
H -1.085 2.758 2.760
C 0.543 1.402 -6.783
C 1.890 1.535 -6.007
O 2.918 1.581 -6.976
H 0.473 0.409 -7.227
H 0.490 2.090 -7.626
H -0.330 1.489 -6.136
H 1.946 0.758 -5.244
H 1.876 2.477 -5.459
H 3.160 2.479 -7.212
C 5.361 -2.119 -0.887
O 5.951 -3.171 -0.474
N 5.812 -1.275 -1.823
N 4.168 -1.883 -0.550
H 6.678 -1.445 -2.314
H 5.276 -0.446 -2.037
H 3.831 -2.514 0.163
H 3.522 -1.232 -0.976
C 3.561 4.423 -3.953
O 4.018 3.922 -2.943
N 2.496 5.090 -3.994
N 4.036 4.146 -5.084
H 1.992 5.214 -4.860
H 2.035 5.256 -3.111
H 4.642 3.342 -4.998
H 3.453 4.327 -5.889
C 1.679 0.249 5.453
O 1.951 0.321 4.307
N 0.417 0.280 5.909
N 2.573 0.233 6.411
H 0.331 0.266 6.915
H -0.288 0.574 5.248
H 2.248 0.306 7.364
H 3.536 0.239 6.106
C -4.809 -2.567 2.335
O -4.168 -1.733 2.952
N -5.439 -2.332 1.178
N -5.117 -3.698 2.821
H -5.781 -1.387 1.080
H -6.137 -3.043 1.010
H -5.739 -4.383 2.415
H -4.567 -3.851 3.653
C 2.558 -2.275 -3.862
C 1.753 -3.332 -4.533
C 0.357 -3.567 -3.710
O -0.394 -2.448 -3.459
C -1.031 -1.869 -4.697
N 1.486 -2.970 -5.913
H 3.604 -2.134 -4.132
H 2.639 -2.414 -2.784
H 2.053 -1.313 -3.951
H 2.188 -4.329 -4.456
H 0.630 -3.824 -2.687
H -0.391 -4.277 -4.064
H -1.780 -1.140 -4.389
H -1.613 -2.659 -5.171
H -0.495 -1.427 -5.537
H 1.292 -1.993 -5.747
H 2.358 -3.014 -6.421
C 3.389 1.968 1.849
C 4.861 2.215 1.821
C 5.652 1.653 0.589
O 7.045 1.649 0.883
C 7.918 1.076 -0.109
N 5.157 3.591 1.991
H 2.889 2.439 2.696
H 3.116 0.950 2.127
H 2.799 2.397 1.040
H 5.243 1.736 2.723
H 5.433 2.298 -0.263
H 5.250 0.682 0.302
H 7.641 0.123 -0.559
H 8.813 0.853 0.473
H 8.132 1.814 -0.882
H 6.117 3.674 2.291
H 5.332 4.081 1.125
C -1.551 -0.970 0.451
C -0.149 -0.354 0.594
C 0.626 -0.019 -0.725
O 1.657 0.947 -0.538
C 2.284 1.193 -1.750
N -0.144 0.690 1.611
H -2.289 -0.198 0.232
H -1.816 -1.423 1.406
H -1.631 -1.824 -0.223
H 0.448 -1.155 1.029
H -0.122 0.235 -1.476
H 1.067 -0.965 -1.040
H 3.023 1.980 -1.596
H 1.714 1.519 -2.619
H 2.841 0.315 -2.078
H 0.767 1.078 1.411
H -0.059 0.347 2.557
C -0.060 -2.900 5.247
C -1.199 -3.750 4.843
C -2.458 -3.937 5.744
O -3.459 -4.824 5.183
C -3.345 -6.234 5.355
N -1.584 -3.462 3.527
H 0.733 -3.386 5.814
H -0.525 -2.079 5.792
H 0.437 -2.439 4.393
H -0.786 -4.758 4.882
H -2.941 -2.966 5.855
H -2.111 -4.120 6.761
H -2.983 -6.351 6.377
H -2.702 -6.798 4.680
H -4.275 -6.793 5.465
H -2.100 -4.290 3.268
H -2.151 -2.626 3.549
*
```

These are the Mulliken partial charges, in e, on atoms 1 to 5: number 1, C, carries -0.58; number 2, C, carries 0.14; number 3, O, carries -0.56; number 4, H, carries 0.14; number 5, H, carries 0.45